Arrangement i

The following is a quantum chemistry calculation of 2 unconnected molecules or ions with the total composition HN3O3, from the OMol25 dataset.

Last column: Löwdin charge in e.
Element x y z (Å)
N -1.646 -0.541 -0.377  0.01
N 0.992 0.399 -0.369  -0.44
O 0.359 -0.579 -0.778  -0.03
O 0.683 0.800 0.935  0.06
N -2.022 -1.392 0.211  0.08
O 1.751 1.131 -0.867  0.16
H -0.117 0.184 1.245  0.16

* orbital gap: 0.4341 Ha

Arrangement ii

The following is a quantum chemistry calculation of 2 unconnected molecules or ions with the total composition HN3O3, from the OMol25 dataset.

Last column: Löwdin charge in e.
Element x y z (Å)
N 0.364 -0.644 0.431  -0.50
N 0.086 2.873 -1.542  0.03
O -0.231 -1.954 0.499  0.07
O 1.169 -0.504 -0.388  0.13
O -0.105 0.199 1.101  0.09
N -0.433 1.893 -1.402  0.03
H -0.850 -1.864 1.301  0.15

* orbital gap: 0.4593 Ha

From most stable to least stable, the computed energies give arrangement ii, arrangement i.

Arrangement i

The following is a quantum chemistry calculation of 2 unconnected molecules or ions with the total composition HNO3S, from the OMol25 dataset.

Last column: Löwdin charge in e.
Element x y z (Å)
O -1.004 -1.553 0.762  -0.04
S 2.284 -0.544 0.168  0.83
O 2.366 -0.646 -1.244  -0.43
N -0.307 -0.576 0.530  -0.02
O 2.356 0.858 0.625  -0.47
H -1.092 0.161 0.180  0.13

* orbital gap (alpha / beta): 0.3367 / 0.3367 Ha

Arrangement ii

The following is a quantum chemistry calculation of HNO3S in the gas phase, from the OMol25 dataset.

Last column: Löwdin charge in e.
Element x y z (Å)
S 0.106 0.995 -0.608  0.94
O 2.122 2.216 2.386  0.06
O 0.993 0.737 -1.719  -0.51
O 0.857 1.186 0.945  -0.43
H -0.274 -0.291 -0.056  0.03
N 1.958 1.998 1.241  -0.09

* orbital gap: 0.3784 Ha

From most stable to least stable, the computed energies give arrangement i, arrangement ii.